A 2-piece molecular cluster, C4H10S2 overall in a non-equilibrium geometry. Source: the Open Molecules 2025 dataset; level of theory: wB97M-V/def2-TZVPD.

The geometry in ORCA input format:
```
! wB97M-V def2-TZVPD RIJCOSX def2/J DEFGRID3
* xyz 0 1
C -2.544 0.113 1.520
C 2.642 -0.220 -0.948
C -2.025 -1.216 1.232
C 1.435 0.282 -0.208
S 2.080 1.844 0.578
S 0.848 -1.055 0.914
H -3.620 0.135 1.313
H -2.586 0.179 2.652
H -2.100 0.930 0.972
H 3.133 -1.016 -0.435
H 3.241 0.610 -1.204
H 2.435 -0.640 -1.936
H -2.022 -1.619 0.151
H -1.658 -1.850 2.003
H 0.553 0.548 -0.854
H 2.782 1.203 1.399
*
```

Summary:
- E_tot: -25976.803 eV
- HOMO-LUMO gap: 6.54 eV
- Highest occupied orbital energy: -8.07 eV
- E_LUMO: -1.526 eV
- Energy above the lowest of the compared OMol25 structures with the same formula, charge and spin: 403.4 kJ/mol

---

A 2-piece molecular cluster, C6H16N2 overall in a non-equilibrium geometry. Source: the Open Molecules 2025 dataset; level of theory: wB97M-V/def2-TZVPD.

The geometry in ORCA input format:
```
! wB97M-V def2-TZVPD RIJCOSX def2/J DEFGRID3
* xyz 0 1
C 0.633 1.572 0.389
C 1.215 0.340 0.607
C 2.329 -0.141 -0.292
C 1.235 -0.237 2.002
H 0.221 2.128 1.220
H 0.978 2.184 -0.436
H 3.311 0.092 0.137
H 2.265 0.309 -1.283
H 2.283 -1.224 -0.412
H 1.151 -1.324 1.961
H 0.397 0.128 2.592
H 2.156 0.030 2.524
N -1.807 -1.396 0.745
C -1.197 -0.897 -0.472
C -1.680 0.436 -0.877
N -1.389 0.851 -2.225
H -2.800 -1.558 0.624
H -1.370 -2.257 1.049
H -0.055 -0.661 -0.132
H -1.140 -1.610 -1.308
H -0.895 1.163 -0.211
H -2.700 0.659 -0.550
H -1.010 0.160 -2.865
H -2.132 1.251 -2.787
*
```

Summary:
- E_tot: -9459.246 eV
- HOMO-LUMO gap: 8.80 eV
- SMILES: C=C(C)C.NCCN
- Highest occupied orbital energy: -7.79 eV
- E_LUMO: 1.004 eV
- Energy above the lowest of the compared OMol25 structures with the same formula, charge and spin: 272.9 kJ/mol

---

C48H36N6RuS as an isolated structure in a non-equilibrium geometry. Source: the Open Molecules 2025 dataset; level of theory: wB97M-V/def2-TZVPD.

The geometry in ORCA input format:
```
! wB97M-V def2-TZVPD RIJCOSX def2/J DEFGRID3
* xyz 1 2
Ru -0.468 -0.251 -0.502
C -6.626 -0.376 -4.313
C -6.653 -0.198 -2.934
C -5.524 0.215 -2.260
C -4.316 0.461 -2.951
C -4.305 0.244 -4.350
C -5.444 -0.152 -5.014
C -3.127 0.788 -2.235
C -3.139 1.004 -0.793
C -3.954 1.935 -0.099
C -3.518 1.949 1.200
C -2.492 0.966 1.308
C -1.885 0.451 2.461
C -2.205 0.992 3.795
C -1.172 1.165 4.728
C -1.430 1.644 6.000
C -2.722 1.997 6.362
C -3.753 1.845 5.447
C -3.503 1.339 4.183
C -0.964 -0.650 2.422
N -0.222 -0.993 1.340
C 0.513 -2.103 1.663
C 1.423 -2.738 0.795
C 2.062 -3.994 1.257
C 1.679 -5.194 0.662
C 2.205 -6.397 1.105
C 3.135 -6.413 2.134
C 3.543 -5.218 2.709
C 3.004 -4.014 2.281
C 1.744 -2.282 -0.490
C 2.744 -2.803 -1.359
C 2.797 -1.972 -2.445
C 1.820 -0.953 -2.243
N 1.177 -1.165 -1.069
C 1.561 0.154 -3.138
C 0.312 0.738 -3.236
C -0.188 1.656 -4.225
C -1.533 1.740 -4.045
C -1.848 0.936 -2.896
N -0.743 0.360 -2.419
C 2.712 0.600 -3.948
C 3.943 0.773 -3.299
C 5.076 1.137 -4.003
C 5.002 1.338 -5.375
C 3.787 1.190 -6.026
C 2.649 0.830 -5.323
C 0.188 -2.498 2.998
C -0.715 -1.593 3.473
N -2.251 0.447 0.043
H -7.515 -0.702 -4.835
H -7.563 -0.399 -2.385
H -5.546 0.341 -1.186
H -3.385 0.376 -4.900
H -5.415 -0.310 -6.083
H -4.730 2.542 -0.538
H -3.867 2.607 1.977
H -0.158 0.922 4.443
H -0.618 1.737 6.710
H -2.932 2.369 7.356
H -4.766 2.108 5.722
H -4.329 1.143 3.513
H 0.946 -5.180 -0.136
H 1.875 -7.324 0.654
H 3.530 -7.352 2.496
H 4.274 -5.226 3.507
H 3.322 -3.085 2.739
H 3.354 -3.672 -1.169
H 3.411 -2.078 -3.323
H 0.400 2.177 -4.962
H -2.236 2.340 -4.600
H 3.997 0.631 -2.228
H 6.017 1.251 -3.482
H 5.890 1.605 -5.933
H 3.731 1.345 -7.096
H 1.718 0.673 -5.852
H 0.584 -3.363 3.505
H -1.211 -1.606 4.428
S 0.369 2.291 -0.344
C 1.231 2.460 1.110
N 1.572 1.394 1.836
C 2.418 1.461 3.024
C 3.295 2.699 2.929
C 2.397 3.908 2.716
N 1.584 3.678 1.526
H 1.253 0.502 1.486
H 3.019 0.554 3.071
H 1.799 1.504 3.925
H 3.966 2.598 2.073
H 3.896 2.820 3.828
H 2.989 4.810 2.572
H 1.750 4.059 3.585
H 1.313 4.453 0.945
*
```

Summary:
- E_tot: -72713.978 eV
- HOMO-LUMO gap (spin up / spin down): 4.70 / 4.65 eV
- ⟨S²⟩: 0.848
- Highest occupied orbital energy (spin up / spin down): -8.87 / -8.77 eV
- E_LUMO (spin up / spin down): -4.178 / -4.125 eV

---

A 11-piece molecular cluster, C21H56F20N8O11P3S2 overall in a non-equilibrium geometry. Source: the Open Molecules 2025 dataset; level of theory: wB97M-V/def2-TZVPD.

The geometry in ORCA input format:
```
! wB97M-V def2-TZVPD RIJCOSX def2/J DEFGRID3
* xyz 3 1
C 3.921 -3.249 1.775
C 3.607 -4.469 0.994
O 4.083 -4.762 -0.046
N 2.818 -5.531 1.748
H 2.470 -5.083 2.595
H 1.996 -5.819 1.215
C 3.591 -6.776 2.174
H 3.092 -2.851 2.357
H 4.134 -2.534 0.979
H 4.835 -3.441 2.342
H 4.011 -7.211 1.272
H 2.906 -7.441 2.689
H 4.387 -6.427 2.827
C 0.439 -0.420 8.640
C 1.069 -0.991 7.435
O 2.039 -1.657 7.495
N 0.299 -0.860 6.120
H -0.199 -1.720 5.868
H -0.553 -0.310 6.270
C 1.181 -0.469 4.952
H -0.629 -0.196 8.578
H 0.931 0.509 8.945
H 0.542 -1.074 9.505
H 0.544 0.069 4.253
H 1.532 -1.350 4.429
H 1.998 0.199 5.213
C 2.778 0.643 -6.924
C 1.358 0.770 -6.447
O 0.418 0.454 -7.084
N 1.124 1.457 -5.099
H 1.680 0.988 -4.379
H 1.598 2.368 -5.133
C -0.285 1.755 -4.679
H 2.853 -0.044 -7.761
H 3.479 0.442 -6.116
H 2.972 1.610 -7.404
H -0.337 2.214 -3.696
H -0.851 0.830 -4.725
H -0.703 2.512 -5.340
C -5.011 -1.813 1.545
C -3.895 -2.062 0.588
O -4.029 -2.222 -0.571
N -2.511 -1.922 1.199
H -1.940 -1.311 0.576
H -2.510 -1.359 2.051
C -1.852 -3.253 1.377
H -5.852 -1.459 0.953
H -4.769 -0.934 2.154
H -5.178 -2.640 2.235
H -2.455 -3.872 2.037
H -0.803 -3.231 1.656
H -1.883 -3.689 0.379
C 6.190 3.243 0.057
C 4.958 3.968 -0.350
O 4.915 4.964 -0.977
N 3.638 3.268 -0.038
H 3.408 2.697 -0.856
H 3.682 2.519 0.665
C 2.521 4.173 0.422
H 6.483 3.534 1.069
H 7.064 3.497 -0.537
H 5.999 2.170 0.028
H 1.663 3.559 0.676
H 2.240 4.794 -0.425
H 2.887 4.710 1.290
C -3.327 -1.264 -3.846
C -2.217 -2.078 -4.485
O -1.502 -1.692 -5.338
N -2.007 -3.403 -3.765
H -1.378 -3.856 -4.439
H -1.423 -3.194 -2.948
C -3.218 -4.274 -3.514
H -2.943 -1.031 -2.853
H -4.218 -1.888 -3.761
H -3.601 -0.348 -4.364
H -2.961 -5.219 -3.037
H -3.709 -4.540 -4.446
H -3.883 -3.736 -2.845
C -4.142 2.404 -0.099
C -3.510 1.940 1.149
O -4.060 1.654 2.168
N -1.997 2.021 1.182
H -1.499 1.107 1.157
H -1.733 2.349 0.236
C -1.406 2.971 2.215
H -4.954 3.108 0.072
H -4.494 1.595 -0.750
H -3.411 2.885 -0.746
H -1.763 3.982 2.031
H -0.325 2.900 2.284
H -1.852 2.687 3.168
P -5.455 1.729 -2.877
F -4.228 0.821 -2.205
F -4.755 3.111 -2.332
F -4.610 1.747 -4.249
F -6.663 2.578 -3.511
F -6.219 0.373 -3.298
F -6.155 1.703 -1.414
P 4.385 0.736 2.718
F 4.380 0.765 4.313
F 5.587 1.780 2.571
F 5.587 -0.388 2.664
F 4.383 0.442 1.094
F 3.224 -0.425 2.888
F 3.218 1.842 2.690
P -1.071 4.563 -1.822
F -2.064 4.786 -0.611
F -0.097 5.669 -1.120
F -0.339 3.332 -0.971
F -0.041 4.385 -3.067
F -1.963 3.366 -2.539
F -1.891 5.530 -2.838
N -0.540 -0.052 0.254
S 0.934 -0.338 0.498
O 1.690 0.860 0.651
O 1.672 -1.511 0.051
F 0.717 -0.823 2.074
S -0.382 -0.316 -1.385
O -0.770 -1.649 -1.803
O 0.607 0.372 -2.108
F -1.694 0.468 -1.782
*
```

Summary:
- E_tot: -161002.080 eV
- HOMO-LUMO gap: 8.19 eV
- Highest occupied orbital energy: -16.37 eV
- E_LUMO: -8.183 eV
- Energy above the lowest of the compared OMol25 structures with the same formula, charge and spin: 0.0 kJ/mol

---

One molecule with the formula C11H21N3O3S in a non-equilibrium geometry. Source: the Open Molecules 2025 dataset; level of theory: wB97M-V/def2-TZVPD.

The geometry in ORCA input format:
```
! wB97M-V def2-TZVPD RIJCOSX def2/J DEFGRID3
* xyz 0 1
C 2.003 2.058 -2.488
N 1.365 1.148 -1.522
C 1.605 1.346 -0.179
O 2.265 2.380 0.137
C 1.047 0.307 0.875
C 0.891 0.945 2.250
C -0.068 2.148 2.138
S -0.684 2.848 3.789
C 0.790 3.540 4.654
N -0.155 -0.467 0.287
C -0.370 -1.744 0.533
O 0.324 -2.452 1.126
C -1.695 -2.379 -0.169
C -2.987 -1.580 -0.349
N -1.433 -2.980 -1.459
C -0.889 -2.375 -2.567
C -0.559 -3.353 -3.719
O -0.472 -1.192 -2.483
H 3.090 1.880 -2.635
H 1.466 1.898 -3.440
H 1.884 3.140 -2.135
H 1.080 0.226 -1.769
H 1.773 -0.519 0.922
H 1.917 1.318 2.465
H 0.636 0.267 3.068
H 0.228 2.958 1.431
H -0.908 1.739 1.636
H 1.410 4.111 3.994
H 1.355 2.849 5.105
H 0.383 4.199 5.405
H -0.628 -0.156 -0.555
H -1.984 -3.282 0.414
H -3.877 -2.171 -0.612
H -2.868 -0.799 -1.157
H -3.272 -1.010 0.616
H -1.111 -3.941 -1.408
H -1.422 -4.136 -3.881
H 0.330 -4.015 -3.629
H -0.460 -2.754 -4.690
*
```

Summary:
- E_tot: -33195.441 eV
- HOMO-LUMO gap: 8.88 eV
- SMILES: CNC(=O)[C@@H](CCSC)NC(=O)[C@@H](C)NC(C)=O
- Highest occupied orbital energy: -8.38 eV
- E_LUMO: 0.499 eV
- Energy above the lowest of the compared OMol25 structures with the same formula, charge and spin: 195.1 kJ/mol

---

A 2-piece molecular cluster, C5H9NOS overall in a non-equilibrium geometry. Source: the Open Molecules 2025 dataset; level of theory: wB97M-V/def2-TZVPD.

The geometry in ORCA input format:
```
! wB97M-V def2-TZVPD RIJCOSX def2/J DEFGRID3
* xyz 0 1
C -0.884 -1.568 0.458
C 0.606 -1.952 0.556
C 0.282 -0.076 -0.734
C -0.474 1.196 -0.420
C -0.598 -0.152 0.480
H -2.349 -2.645 -0.813
H -1.464 -2.231 1.327
H 0.904 -2.248 1.629
H 0.632 -2.711 -0.163
H 2.308 -1.244 -0.600
H -0.128 -0.601 -1.545
H -1.254 1.563 -1.175
H 1.122 2.061 1.419
H 0.210 0.243 1.145
N 1.498 -0.802 -0.041
O -1.361 -1.787 -0.910
S 0.426 2.690 0.269
*
```

Summary:
- E_tot: -19695.978 eV
- HOMO-LUMO gap: 8.93 eV
- Highest occupied orbital energy: -8.81 eV
- E_LUMO: 0.123 eV
- Energy above the lowest of the compared OMol25 structures with the same formula, charge and spin: 803.3 kJ/mol

---

A 11-piece molecular cluster, C29H57BrCl20NO2 overall in a non-equilibrium geometry. Source: the Open Molecules 2025 dataset; level of theory: wB97M-V/def2-TZVPD.

The geometry in ORCA input format:
```
! wB97M-V def2-TZVPD RIJCOSX def2/J DEFGRID3
* xyz -1 1
C -0.710 -4.359 4.491
C -1.754 -3.549 3.529
C -1.002 -2.226 3.001
Br -1.291 -0.809 4.367
C -1.390 -1.804 1.503
N -1.220 -0.321 1.240
C 0.164 0.006 0.763
C 1.008 1.009 1.703
C 0.132 1.939 2.677
C 2.112 0.180 2.557
C -2.949 -2.141 1.128
O -3.167 -2.712 -0.018
O -3.955 -1.830 2.004
H -1.284 -4.635 5.447
H -0.342 -5.333 4.009
H 0.179 -3.721 4.807
H -2.070 -4.216 2.641
H -2.680 -3.302 4.169
H 0.127 -2.472 2.998
H -0.767 -2.458 0.797
H -1.855 -0.153 0.433
H 0.791 -0.962 0.680
H 0.102 0.462 -0.296
H 1.593 1.713 0.989
H 0.245 1.608 3.777
H -0.967 2.046 2.378
H 0.611 2.992 2.642
H 3.112 0.287 1.995
H 1.854 -0.937 2.554
H 2.180 0.585 3.620
Cl -4.235 -3.714 -4.233
C -4.572 -2.504 -2.961
C -6.041 -2.147 -2.896
Cl -6.580 -1.238 -4.334
H -3.951 -1.628 -3.153
H -4.256 -2.942 -2.011
H -6.228 -1.510 -2.032
H -6.667 -3.036 -2.805
Cl 3.073 -4.376 4.856
C 3.103 -5.636 6.114
C 3.261 -7.026 5.530
Cl 1.819 -7.543 4.621
H 2.188 -5.549 6.702
H 3.950 -5.411 6.766
H 3.404 -7.751 6.334
H 4.122 -7.085 4.861
Cl -0.215 -0.740 -2.802
C -0.510 -2.494 -2.832
C 0.732 -3.287 -2.482
Cl 1.985 -3.169 -3.746
H -0.891 -2.758 -3.820
H -1.297 -2.695 -2.099
H 0.480 -4.345 -2.385
H 1.170 -2.953 -1.540
Cl 5.941 1.338 -4.854
C 5.455 -0.304 -4.358
C 4.258 -0.292 -3.430
Cl 4.650 0.402 -1.835
H 6.317 -0.787 -3.896
H 5.209 -0.850 -5.271
H 3.914 -1.313 -3.254
H 3.428 0.278 -3.851
Cl -7.007 2.725 1.670
C -7.462 1.010 1.512
C -6.439 0.221 0.721
Cl -6.415 0.693 -0.999
H -8.451 0.963 1.053
H -7.536 0.607 2.524
H -6.684 -0.842 0.754
H -5.432 0.349 1.121
Cl -2.513 4.183 2.456
C -2.942 4.905 4.026
C -1.961 5.979 4.451
Cl -0.361 5.307 4.855
H -3.003 4.102 4.763
H -3.938 5.339 3.912
H -2.327 6.482 5.347
H -1.825 6.729 3.670
Cl -7.181 -1.588 -9.442
C -7.523 -0.382 -8.176
C -8.994 -0.025 -8.108
Cl -9.534 0.882 -9.544
H -6.905 0.496 -8.369
H -7.206 -0.821 -7.228
H -9.181 0.613 -7.243
H -9.619 -0.915 -8.016
Cl 7.850 -1.908 -6.765
C 7.581 -0.341 -7.568
C 8.613 -0.062 -8.642
Cl 10.234 0.223 -7.960
H 7.578 0.436 -6.802
H 6.585 -0.382 -8.014
H 8.339 0.839 -9.193
H 8.686 -0.887 -9.353
Cl 2.780 3.860 1.408
C 4.250 3.486 0.472
C 5.427 3.141 1.362
Cl 6.011 4.548 2.286
H 4.469 4.342 -0.169
H 4.008 2.635 -0.167
H 6.263 2.796 0.751
H 5.175 2.352 2.073
Cl 3.009 5.364 6.156
C 2.745 6.934 5.357
C 3.774 7.207 4.279
Cl 5.401 7.480 4.953
H 2.752 7.710 6.125
H 1.748 6.900 4.916
H 3.504 8.111 3.730
H 3.837 6.382 3.567
*
```

Summary:
- E_tot: -357076.581 eV
- HOMO-LUMO gap: 7.14 eV
- Highest occupied orbital energy: -5.39 eV
- E_LUMO: 1.753 eV

---

A 2-piece molecular cluster, FH3N2OS overall in a non-equilibrium geometry. Source: the Open Molecules 2025 dataset; level of theory: wB97M-V/def2-TZVPD.

The geometry in ORCA input format:
```
! wB97M-V def2-TZVPD RIJCOSX def2/J DEFGRID3
* xyz 0 3
N -0.249 0.116 -1.984
N -0.275 -0.832 0.469
O -0.612 -2.244 -1.674
F 0.528 1.643 0.470
S -0.295 -1.030 -1.028
H 0.047 1.012 -1.534
H 0.668 0.730 0.738
H -0.366 -1.533 1.295
*
```

Summary:
- E_tot: -18622.282 eV
- HOMO-LUMO gap (spin up / spin down): 7.12 / 7.01 eV
- ⟨S²⟩: 2.018
- Highest occupied orbital energy (spin up / spin down): -6.85 / -11.25 eV
- E_LUMO (spin up / spin down): 0.268 / -4.236 eV
- Energy above the lowest of the compared OMol25 structures with the same formula, charge and spin: 182.0 kJ/mol